Entry 1:
Entry from OMol25: a cluster of 14 separate species, C36H107N7O14 in total at a distorted geometry (wB97M-V/def2-TZVPD).

Properties
Frontier orbital gap = 9.288 eV
Spin multiplicity = 1
E_LUMO = 0.265 eV

Geometry (Å):
C1 6.044 1.841 7.918
C2 5.338 0.546 8.108
O1 4.467 0.319 7.023
H1 6.570 2.122 8.830
H2 5.362 2.641 7.630
H3 6.817 1.761 7.153
H4 4.761 0.668 9.024
H5 5.983 -0.324 8.233
H6 5.030 0.474 6.261
C3 7.834 -5.398 4.237
C4 7.329 -6.132 2.984
O2 6.127 -6.803 3.275
H7 8.583 -4.629 4.048
H8 8.084 -6.061 5.066
H9 6.948 -4.820 4.499
H10 7.981 -6.942 2.657
H11 7.082 -5.453 2.168
H12 5.534 -6.072 3.464
C5 1.757 6.689 4.015
C6 2.917 7.349 3.302
O3 2.996 6.899 1.993
H13 1.854 6.907 5.079
H14 1.814 5.601 4.019
H15 0.845 7.121 3.604
H16 3.815 7.059 3.848
H17 2.836 8.434 3.227
H18 2.346 7.411 1.506
C7 -1.525 -1.633 10.462
C8 -2.160 -0.462 9.760
O4 -1.022 0.347 9.414
H19 -0.871 -2.053 9.698
H20 -2.183 -2.469 10.700
H21 -0.977 -1.351 11.361
H22 -2.888 0.069 10.373
H23 -2.612 -0.747 8.809
H24 -0.461 -0.100 8.776
O5 -2.672 -7.280 5.053
H25 -3.294 -7.500 4.360
H26 -2.981 -7.766 5.817
O6 6.802 0.392 1.914
H27 6.869 1.324 1.708
H28 7.321 -0.042 1.237
O7 -5.451 2.801 -2.162
H29 -4.793 2.646 -1.484
H30 -5.870 1.950 -2.289
C9 -1.122 -9.180 -6.454
C10 -1.358 -8.648 -7.857
C11 -2.839 -8.244 -8.184
O8 -2.961 -7.846 -9.571
C12 -4.378 -7.729 -9.968
N1 -0.533 -7.462 -7.950
H31 -1.421 -8.482 -5.672
H32 -0.133 -9.618 -6.321
H33 -1.764 -10.038 -6.254
H34 -0.984 -9.378 -8.575
H35 -3.284 -7.522 -7.500
H36 -3.414 -9.155 -8.015
H37 -4.825 -8.707 -10.146
H38 -4.393 -7.045 -10.816
H39 -4.962 -7.145 -9.257
H40 -0.837 -7.127 -8.853
H41 -0.715 -6.673 -7.347
C13 0.206 -3.424 0.277
C14 0.479 -2.422 1.394
C15 -0.685 -1.469 1.713
O9 -1.001 -0.600 0.613
C16 0.087 0.328 0.244
N2 0.962 -3.212 2.545
H42 1.128 -3.983 0.121
H43 0.020 -2.897 -0.659
H44 -0.684 -4.005 0.520
H45 1.324 -1.821 1.059
H46 -0.538 -0.927 2.647
H47 -1.611 -2.005 1.918
H48 0.331 1.048 1.026
H49 -0.259 0.890 -0.623
H50 1.009 -0.147 -0.090
H51 1.259 -2.609 3.299
H52 0.170 -3.757 2.853
C17 -9.033 -6.642 0.003
C18 -7.834 -5.954 0.705
C19 -8.292 -4.900 1.791
O10 -8.994 -3.912 1.095
C20 -9.300 -2.788 1.885
N3 -6.982 -6.892 1.422
H53 -9.682 -7.157 0.710
H54 -8.840 -7.366 -0.789
H55 -9.702 -5.981 -0.548
H56 -7.136 -5.451 0.036
H57 -7.450 -4.488 2.346
H58 -8.917 -5.417 2.519
H59 -8.413 -2.241 2.203
H60 -9.816 -3.102 2.793
H61 -9.902 -2.049 1.356
H62 -6.621 -7.552 0.747
H63 -7.672 -7.401 1.955
C21 -1.504 -0.655 -6.991
C22 -1.034 0.634 -7.734
C23 -0.304 0.374 -9.087
O11 0.825 -0.478 -8.879
C24 1.479 -0.869 -10.075
N4 -2.205 1.456 -8.027
H64 -2.016 -0.381 -6.069
H65 -0.718 -1.379 -6.774
H66 -2.110 -1.290 -7.637
H67 -0.335 1.213 -7.130
H68 -0.088 1.310 -9.603
H69 -1.035 -0.099 -9.743
H70 1.774 0.018 -10.635
H71 0.810 -1.484 -10.676
H72 2.334 -1.508 -9.852
H73 -2.532 1.922 -7.193
H74 -1.831 2.252 -8.524
C25 2.231 11.671 -4.659
C26 2.216 10.174 -4.671
C27 0.871 9.482 -4.456
O12 0.707 9.488 -3.052
C28 -0.598 9.100 -2.701
N5 2.909 9.776 -5.923
H75 1.415 12.010 -5.297
H76 3.191 12.089 -4.960
H77 1.865 12.066 -3.711
H78 2.720 9.864 -3.756
H79 0.992 8.409 -4.606
H80 0.050 9.899 -5.040
H81 -0.873 8.312 -3.402
H82 -1.353 9.874 -2.836
H83 -0.625 8.701 -1.686
H84 3.055 8.824 -5.618
H85 3.819 10.213 -5.956
C29 6.531 -2.768 -4.218
C30 6.969 -1.298 -3.943
C31 8.467 -1.266 -3.493
O13 8.619 -1.987 -2.321
C32 9.988 -2.389 -2.084
N6 6.772 -0.547 -5.173
H86 6.603 -3.338 -3.291
H87 7.059 -3.358 -4.967
H88 5.480 -2.821 -4.500
H89 6.316 -0.866 -3.184
H90 8.706 -0.235 -3.233
H91 9.086 -1.673 -4.292
H92 10.426 -1.552 -1.540
H93 10.552 -2.579 -2.998
H94 10.074 -3.293 -1.482
H95 7.570 -0.772 -5.751
H96 5.918 -0.922 -5.560
C33 -6.094 8.583 9.140
C34 -5.025 7.517 9.374
C35 -4.488 6.807 8.116
O14 -5.541 6.193 7.289
C36 -5.115 5.654 6.070
N7 -3.964 8.016 10.158
H97 -5.697 9.390 8.524
H98 -6.354 8.933 10.139
H99 -7.036 8.189 8.759
H100 -5.450 6.711 9.972
H101 -3.794 6.001 8.355
H102 -3.931 7.597 7.612
H103 -5.961 5.556 5.390
H104 -4.593 4.710 6.222
H105 -4.509 6.387 5.537
H106 -3.305 7.254 10.232
H107 -4.358 8.151 11.079

=====

Entry 2:
Entry from OMol25: a structure of composition C45H54CaN2O9P2SSeSi2Te at a distorted geometry (wB97M-V/def2-TZVPD).

Properties
Frontier orbital gap = 6.438 eV
Spin multiplicity = 1
Total charge = -2
E_LUMO = 3.904 eV

Geometry (Å):
Ca1 0.729 -1.319 0.679
O1 3.131 -3.902 -1.480
S1 2.817 -2.856 -0.540
O2 2.278 -1.622 -1.128
O3 1.950 -3.282 0.582
C1 4.353 -2.344 0.229
C2 5.286 -3.358 0.399
C3 6.511 -3.098 0.992
C4 6.804 -1.812 1.409
C5 5.876 -0.799 1.224
C6 4.632 -1.030 0.637
P1 3.480 0.420 0.356
C7 4.069 0.951 -1.298
C8 4.900 0.192 -2.115
C9 5.224 0.624 -3.394
C10 4.718 1.820 -3.880
C11 3.870 2.576 -3.082
C12 3.546 2.138 -1.810
C13 4.215 1.666 1.469
C14 3.819 1.573 2.806
C15 4.308 2.473 3.739
C16 5.177 3.485 3.353
C17 5.559 3.593 2.024
C18 5.083 2.684 1.087
H1 5.041 -4.351 0.051
H2 7.230 -3.896 1.124
H3 7.757 -1.586 1.871
H4 6.121 0.204 1.544
H5 5.291 -0.755 -1.767
H6 5.863 0.009 -4.016
H7 4.969 2.154 -4.879
H8 3.436 3.496 -3.454
H9 2.853 2.722 -1.215
H10 3.096 0.814 3.094
H11 3.989 2.388 4.770
H12 5.545 4.193 4.086
H13 6.230 4.384 1.709
H14 5.398 2.772 0.055
O4 -1.000 -0.933 -2.403
C19 -0.651 0.083 -1.793
O5 -0.438 0.179 -0.549
C20 -0.465 1.383 -2.564
C21 -0.682 1.346 -3.936
C22 -0.530 2.477 -4.720
C23 -0.140 3.666 -4.120
C24 0.079 3.711 -2.750
C25 -0.089 2.582 -1.942
P2 0.263 2.641 -0.118
C26 -1.398 2.488 0.617
C27 -2.592 2.881 0.019
C28 -3.794 2.732 0.698
C29 -3.814 2.172 1.968
C30 -2.631 1.753 2.561
C31 -1.429 1.918 1.887
C32 0.574 4.450 0.139
C33 1.861 4.822 0.510
C34 2.191 6.152 0.743
C35 1.226 7.138 0.627
C36 -0.076 6.783 0.290
C37 -0.394 5.455 0.054
H15 -0.970 0.392 -4.359
H16 -0.711 2.431 -5.787
H17 -0.007 4.565 -4.710
H18 0.403 4.643 -2.311
H19 -2.590 3.268 -0.994
H20 -4.721 3.030 0.222
H21 -4.755 2.039 2.488
H22 -2.607 1.275 3.532
H23 -0.512 1.577 2.356
H24 2.620 4.062 0.649
H25 3.205 6.406 1.030
H26 1.476 8.176 0.811
H27 -0.845 7.543 0.218
H28 -1.414 5.192 -0.193
N1 0.425 -5.776 -1.513
N2 -0.583 -4.869 -1.028
H29 0.482 -6.525 -0.837
H30 1.335 -5.321 -1.526
H31 -0.226 -4.345 -0.230
H32 -0.764 -4.188 -1.755
C38 -6.514 -1.606 -3.224
Si1 -5.353 -1.128 -1.812
C39 -4.289 0.281 -2.422
C40 -6.414 -0.567 -0.369
C41 -4.318 -2.595 -1.318
Te1 -2.857 -2.087 0.169
C42 -3.964 -2.804 1.841
Si2 -3.731 -4.620 2.199
C43 -2.085 -4.906 3.029
C44 -5.115 -5.180 3.359
C45 -3.860 -5.675 0.652
H33 -7.123 -0.751 -3.527
H34 -7.190 -2.416 -2.941
H35 -5.945 -1.937 -4.095
H36 -4.893 1.179 -2.576
H37 -3.800 0.024 -3.364
H38 -3.501 0.526 -1.710
H39 -7.090 0.234 -0.680
H40 -5.794 -0.186 0.443
H41 -7.017 -1.388 0.025
H42 -3.774 -2.985 -2.180
H43 -4.906 -3.420 -0.913
H44 -5.008 -2.523 1.689
H45 -3.572 -2.209 2.669
H46 -2.126 -4.637 4.086
H47 -1.302 -4.288 2.587
H48 -1.789 -5.955 2.948
H49 -5.096 -4.627 4.300
H50 -5.013 -6.243 3.594
H51 -6.097 -5.033 2.903
H52 -3.131 -5.375 -0.104
H53 -4.859 -5.623 0.211
H54 -3.660 -6.717 0.911
O6 -0.880 -0.154 4.349
Se1 0.134 -1.111 3.513
O7 0.999 -2.169 4.390
O8 -0.721 -1.939 2.298
O9 1.185 -0.172 2.564

=====

Entry 3:
Entry from OMol25: a cluster of 2 separate species, C4H11NO2 in total at a distorted geometry (wB97M-V/def2-TZVPD).

Properties
Frontier orbital gap = 10.029 eV
Spin multiplicity = 1
SMILES string = C[C@H](N)CC=O.O
E_LUMO = 0.690 eV

Geometry (Å):
C1 0.952 0.272 -0.731
C2 -0.568 0.276 -0.681
C3 -1.159 -0.827 -1.545
C4 -2.663 -0.909 -1.376
O1 -3.414 -0.340 -2.132
N1 -1.110 0.082 0.718
H1 1.286 0.778 -1.631
H2 1.453 0.697 0.136
H3 1.275 -0.770 -0.789
H4 -0.946 1.261 -0.957
H5 -1.044 -0.559 -2.604
H6 -0.677 -1.765 -1.325
H7 -3.054 -1.487 -0.547
H8 -1.623 0.915 0.980
H9 -0.364 0.005 1.399
H10 4.280 0.367 4.213
H11 3.819 1.432 3.267
O2 3.557 0.572 3.605

=====

Entry 4:
Entry from OMol25: a structure of composition C22H27Cu2N5O6 at a distorted geometry (wB97M-V/def2-TZVPD).

Properties
Frontier orbital gap (alpha / beta) = 6.437 / 2.818 eV
Spin multiplicity = 3
Total charge = +2
E_LUMO (alpha / beta) = -6.004 / -9.623 eV

Geometry (Å):
Cu1 0.435 -9.759 -23.585
Cu2 4.247 -6.351 -25.069
O1 4.567 -9.967 -22.753
C1 3.823 -8.990 -23.393
O2 4.473 -7.998 -23.800
O3 2.582 -9.028 -23.401
H1 5.362 -9.427 -22.953
O4 2.186 -6.761 -24.616
C2 0.809 -6.748 -24.880
O5 0.349 -5.840 -25.512
O6 0.192 -7.770 -24.415
H2 2.278 -7.638 -24.185
N1 2.812 -12.606 -26.301
C3 3.719 -11.585 -26.145
C4 4.715 -11.754 -27.082
C5 4.460 -13.003 -27.724
C6 3.287 -13.487 -27.230
H3 1.990 -12.642 -25.729
H4 3.640 -10.939 -25.286
H5 5.510 -11.045 -27.250
H6 5.106 -13.523 -28.410
H7 2.845 -14.453 -27.405
N2 5.980 -9.267 -17.664
C7 6.939 -8.283 -17.548
C8 7.011 -7.669 -18.761
C9 6.106 -8.292 -19.674
C10 5.410 -9.182 -18.897
H8 5.525 -9.721 -16.891
H9 7.461 -8.086 -16.630
H10 7.629 -6.812 -18.980
H11 5.873 -7.966 -20.674
H12 4.516 -9.751 -19.107
N3 8.900 -11.042 -23.438
C11 10.072 -10.623 -23.964
C12 10.346 -9.294 -23.524
C13 9.378 -9.010 -22.601
C14 8.467 -10.105 -22.561
H13 8.538 -11.994 -23.627
H14 10.523 -11.219 -24.745
H15 11.063 -8.542 -23.807
H16 9.242 -8.132 -21.991
H17 7.517 -10.173 -22.053
N4 2.798 -13.364 -20.319
C15 3.961 -12.699 -20.015
C16 4.587 -13.351 -18.933
C17 3.803 -14.428 -18.597
C18 2.622 -14.314 -19.372
H18 2.079 -13.005 -20.929
H19 4.319 -11.880 -20.625
H20 5.585 -13.254 -18.535
H21 4.010 -15.070 -17.756
H22 1.709 -14.893 -19.373
N5 6.270 -13.115 -24.745
C19 7.541 -13.558 -24.953
C20 8.072 -14.002 -23.759
C21 7.076 -13.742 -22.763
C22 6.063 -13.070 -23.394
H23 5.710 -12.669 -25.478
H24 8.032 -13.605 -25.913
H25 8.952 -14.617 -23.664
H26 7.174 -14.120 -21.758
H27 5.178 -12.627 -22.965

=====

Entry 5:
Entry from OMol25: a structure of composition C34H44N4Si2V at a distorted geometry (wB97M-V/def2-TZVPD).

Properties
Frontier orbital gap (alpha / beta) = 7.032 / 7.581 eV
Spin multiplicity = 2
Total charge = +2
E_LUMO (alpha / beta) = -6.959 / -6.420 eV

Geometry (Å):
V1 -0.313 -0.046 -1.085
C1 -3.536 -1.692 0.533
Si1 -3.428 -0.905 -1.126
C2 -2.714 -2.098 -2.364
C3 -5.078 -0.397 -1.760
C4 -2.202 0.604 -1.036
C5 -1.815 0.905 -2.463
C6 -2.477 1.733 -3.362
C7 -2.028 1.820 -4.665
C8 -0.899 1.111 -5.082
C9 -0.233 0.346 -4.165
N1 -0.680 0.248 -2.894
Si2 -2.691 2.002 0.197
C10 -2.182 1.357 1.868
C11 -4.502 2.359 0.141
C12 -1.785 3.569 -0.175
H1 -3.994 -2.681 0.419
H2 -4.157 -1.115 1.227
H3 -2.554 -1.820 0.981
H4 -3.308 -3.020 -2.329
H5 -1.678 -2.393 -2.175
H6 -2.777 -1.707 -3.385
H7 -5.678 -1.311 -1.850
H8 -5.013 0.051 -2.757
H9 -5.614 0.287 -1.105
H10 -3.361 2.264 -3.031
H11 -2.562 2.444 -5.373
H12 -0.542 1.168 -6.102
H13 0.668 -0.197 -4.407
H14 -2.928 0.685 2.305
H15 -2.040 2.192 2.565
H16 -1.231 0.815 1.804
H17 -5.114 1.555 0.554
H18 -4.858 2.582 -0.870
H19 -4.678 3.250 0.754
H20 -0.754 3.542 0.187
H21 -2.308 4.375 0.352
H22 -1.770 3.831 -1.238
C13 4.797 -0.452 0.560
C14 4.616 -0.685 2.040
C15 5.622 -0.362 2.947
C16 5.472 -0.592 4.309
C17 4.301 -1.153 4.803
C18 3.279 -1.470 3.923
C19 3.448 -1.236 2.565
N2 2.370 -1.581 1.665
C20 1.656 -0.680 1.015
N3 1.848 0.612 1.287
C21 1.606 1.691 0.393
C22 0.856 1.529 -0.781
C23 0.863 2.595 -1.704
C24 1.530 3.770 -1.431
C25 2.188 3.917 -0.216
C26 2.244 2.890 0.715
C27 3.008 3.048 2.008
N4 0.710 -1.031 0.112
C28 0.424 -2.428 -0.144
C29 0.743 -2.923 -1.409
C30 0.439 -4.231 -1.746
C31 -0.149 -5.046 -0.792
C32 -0.428 -4.553 0.482
C33 -0.155 -3.238 0.842
C34 -0.430 -2.762 2.248
H23 5.846 -0.277 0.331
H24 4.238 0.422 0.205
H25 4.467 -1.314 -0.024
H26 6.547 0.064 2.572
H27 6.278 -0.337 4.987
H28 4.184 -1.341 5.863
H29 2.350 -1.901 4.285
H30 2.147 -2.554 1.510
H31 2.534 0.782 2.010
H32 0.324 2.522 -2.639
H33 1.527 4.580 -2.150
H34 2.693 4.850 0.010
H35 3.266 4.093 2.174
H36 3.949 2.484 2.000
H37 2.422 2.719 2.871
H38 1.259 -2.283 -2.116
H39 0.678 -4.612 -2.731
H40 -0.377 -6.078 -1.030
H41 -0.869 -5.212 1.224
H42 -1.351 -3.207 2.623
H43 -0.526 -1.679 2.316
H44 0.369 -3.066 2.930

=====

Total energy
In order: -78153.6660, -205203.2890, -9910.8422, -132246.6321, -83364.4708
Unit: eV
Energy above the lowest of the compared OMol25 structures with the same formula, charge and spin
In order: 50.40, 0.00, 135.05, 0.00, 0.00
Unit: kJ/mol